# 1
C37H109O18S17Sn | ωB97M-V/def2-TZVPD

Its net charge is +1. For the LUMO energy, the calculation gives -3.914 eV. Its multiplicity is 1. Its energy is -9811.9194 Ha. Its orbital gap is 0.189 Ha. Its HOMO energy is -9.1 eV.

```
182
Properties=species:S:1:pos:R:3:mulliken_charge:R:1
Sn 2.73 -4.55 0.87 1.431
C -0.05 0.04 1.26 0.250
C -0.09 -1.06 0.12 1.251
C 0.25 -0.49 -1.26 -0.342
O 0.72 -2.18 0.29 -0.446
H -0.46 0.94 0.82 -0.270
H 0.95 0.38 1.52 -0.532
H -0.66 -0.33 2.08 -0.156
H -1.15 -1.34 0.09 -0.070
H -0.31 0.42 -1.46 0.019
H 0.08 -1.21 -2.06 0.027
H 1.27 -0.09 -1.26 -0.363
C -4.64 -0.23 5.49 -0.921
S -4.68 -2.04 4.96 0.825
O -4.25 -2.81 6.14 -0.652
C -6.54 -2.24 4.81 -1.139
H -3.63 0.00 5.83 0.206
H -5.36 -0.06 6.29 0.441
H -4.87 0.39 4.62 0.247
H -7.08 -1.58 4.13 0.359
H -7.01 -2.10 5.78 0.396
H -6.68 -3.27 4.48 0.270
C -4.34 1.93 0.46 -1.047
S -3.40 0.77 1.58 0.964
O -3.52 1.28 2.99 -0.749
C -4.60 -0.59 1.46 -0.610
H -4.57 1.43 -0.48 0.048
H -3.62 2.72 0.25 0.412
H -5.24 2.31 0.96 0.438
H -5.63 -0.32 1.69 0.449
H -4.41 -1.54 1.96 -0.145
H -4.65 -0.83 0.39 0.199
C 4.91 3.48 -4.59 -0.453
S 6.18 2.16 -4.35 0.359
O 6.79 2.46 -3.06 -0.586
C 5.17 0.56 -4.19 -0.664
H 4.19 3.17 -5.34 0.027
H 5.42 4.28 -5.11 0.473
H 4.53 3.84 -3.64 0.017
H 4.64 0.11 -5.03 0.407
H 4.42 0.64 -3.40 -0.086
H 5.87 -0.24 -3.97 0.446
C 1.07 3.59 -5.97 -0.796
S 1.46 1.93 -5.30 0.363
O 2.12 2.11 -3.90 -0.356
C -0.19 1.24 -5.00 -0.320
H 2.02 3.96 -6.36 0.376
H 0.74 4.22 -5.14 -0.023
H 0.31 3.30 -6.70 0.425
H -0.78 1.41 -5.91 0.437
H -0.67 1.84 -4.23 -0.325
H -0.15 0.18 -4.75 0.268
C -0.65 3.41 -1.29 0.261
S -0.29 5.16 -0.92 0.169
O 0.30 5.12 0.53 -0.459
C 1.16 5.20 -2.11 -0.501
H -1.34 3.07 -0.52 -0.250
H 0.21 2.75 -1.23 0.002
H -1.15 3.26 -2.24 0.113
H 1.91 4.43 -1.93 -0.030
H 1.50 6.23 -2.00 0.506
H 0.84 5.17 -3.15 0.128
C 4.79 0.03 2.34 0.165
S 4.91 -0.69 0.66 0.196
O 4.33 -2.10 0.70 -0.475
C 3.68 0.44 -0.11 0.832
H 3.74 0.27 2.46 -0.156
H 5.36 0.91 2.65 0.458
H 5.05 -0.78 3.02 -0.418
H 3.64 0.18 -1.17 -0.317
H 3.93 1.48 0.06 0.501
H 2.72 0.44 0.40 -0.782
C 4.27 4.47 -0.30 -0.977
S 4.48 6.10 -1.09 0.614
O 4.62 7.15 0.02 -0.657
C 6.20 5.75 -1.64 -0.936
H 3.46 4.40 0.43 0.157
H 5.19 4.37 0.27 0.638
H 4.32 3.61 -0.98 0.234
H 6.86 5.63 -0.78 0.368
H 6.59 6.56 -2.25 0.364
H 6.34 4.82 -2.19 0.210
C -4.97 4.43 -4.05 -0.731
S -3.32 4.29 -4.90 0.390
O -2.65 3.01 -4.39 -0.346
C -3.90 3.66 -6.60 -0.960
H -5.53 5.12 -4.69 0.451
H -4.75 4.80 -3.05 0.317
H -5.50 3.49 -3.91 0.020
H -4.32 2.67 -6.49 0.228
H -3.10 3.51 -7.33 0.307
H -4.67 4.34 -6.98 0.413
C -4.46 0.46 -3.42 -0.438
S -6.00 -0.59 -3.09 0.432
O -6.20 -0.53 -1.55 -0.566
C -7.29 0.60 -3.78 -0.896
H -4.34 1.33 -2.77 0.177
H -4.58 0.99 -4.37 0.103
H -3.48 0.00 -3.29 0.240
H -8.19 0.12 -4.17 0.352
H -6.82 1.09 -4.63 0.262
H -7.41 1.45 -3.12 0.315
C -1.05 2.16 5.51 -0.688
S 0.42 2.85 4.72 0.297
O 1.35 1.62 4.89 -0.608
C -0.21 2.97 3.01 0.025
H -1.13 1.16 5.10 -0.059
H -2.03 2.62 5.39 0.388
H -0.74 2.09 6.55 0.444
H -0.44 4.02 2.79 0.539
H -1.07 2.32 2.85 -0.310
H 0.59 2.74 2.31 -0.050
C 2.26 7.31 4.66 -0.788
S 3.96 6.53 4.49 0.494
O 4.24 5.65 5.72 -0.636
C 3.69 5.36 3.04 -0.712
H 2.27 8.31 5.10 0.353
H 1.74 6.68 5.38 0.244
H 1.72 7.36 3.72 0.253
H 4.58 4.83 2.73 0.337
H 3.39 5.97 2.19 0.271
H 2.96 4.58 3.23 0.201
C -2.21 -4.50 1.45 0.596
S -4.01 -4.57 1.34 0.451
O -4.36 -5.90 0.64 -0.706
C -4.27 -5.06 3.14 -0.724
H -1.87 -4.74 0.45 -0.575
H -1.79 -5.17 2.19 0.449
H -1.82 -3.49 1.54 -0.206
H -5.34 -5.22 3.31 0.436
H -3.97 -4.29 3.85 -0.083
H -3.74 -5.98 3.37 0.330
C 3.24 -4.30 -4.81 -1.202
S 2.03 -3.86 -3.45 0.676
O 2.23 -4.73 -2.22 -0.617
C 2.83 -2.25 -3.09 -0.611
H 4.29 -4.32 -4.52 0.367
H 3.09 -3.64 -5.67 0.381
H 2.95 -5.33 -5.04 0.417
H 2.69 -1.58 -3.94 0.464
H 3.87 -2.42 -2.82 0.512
H 2.39 -1.84 -2.18 -0.315
C -0.23 -7.41 -1.01 -0.518
S 0.23 -7.69 0.73 0.303
O 0.20 -6.26 1.22 -0.512
C -1.39 -8.30 1.21 -0.539
H -0.91 -6.56 -1.08 -0.070
H -0.86 -8.17 -1.47 0.470
H 0.63 -7.16 -1.63 0.217
H -2.00 -7.40 1.12 -0.076
H -1.52 -8.68 2.23 0.328
H -1.64 -9.11 0.53 0.391
C -1.44 -3.89 -2.37 -0.698
S -1.89 -3.55 -4.21 0.596
O -1.89 -4.91 -4.93 -0.695
C -3.69 -3.01 -3.81 -0.820
H -2.30 -4.45 -2.03 0.521
H -1.31 -2.93 -1.86 0.013
H -0.60 -4.54 -2.14 0.202
H -3.70 -2.47 -2.86 -0.086
H -4.47 -3.74 -3.58 0.457
H -4.13 -2.36 -4.57 0.503
C 4.16 -4.96 5.56 -0.829
S 5.04 -4.04 4.24 0.319
O 3.82 -3.54 3.49 -0.392
C 5.75 -2.63 5.19 -0.918
H 3.18 -4.61 5.90 0.228
H 4.84 -5.09 6.41 0.414
H 3.99 -5.95 5.15 0.303
H 6.25 -1.93 4.52 0.263
H 6.38 -3.02 5.99 0.433
H 4.87 -2.23 5.69 0.277
C -1.01 -2.66 4.24 -0.386
S 0.77 -3.11 4.64 0.077
O 1.16 -4.07 3.49 -0.273
C 1.55 -1.48 4.28 -0.053
H -1.72 -3.49 4.22 0.397
H -0.88 -2.27 3.23 -0.425
H -1.23 -1.89 4.97 0.460
H 1.51 -1.20 3.23 -0.256
H 2.62 -1.58 4.42 0.019
H 1.04 -0.67 4.80 0.512
```

# 2
C30H45F14N4O3S | ωB97M-V/def2-TZVPD

Its net charge is +1. For the LUMO energy, the calculation gives -2.953 eV. Its multiplicity is 1. Its energy is -3409.9926 Ha. Its orbital gap is 0.295 Ha. Its HOMO energy is -11.0 eV.

```
97
Properties=species:S:1:pos:R:3:mulliken_charge:R:1
C 1.89 1.93 3.66 -0.809
N 1.86 1.02 2.53 0.283
C 3.01 1.36 1.66 -1.281
C 2.77 2.01 0.22 -0.357
N 1.41 1.75 -0.49 1.508
C 1.74 0.53 -1.30 -0.154
C 2.56 0.56 -2.68 -0.773
N 2.12 -0.64 -3.55 -0.596
C 1.37 2.96 -1.35 -0.993
C 0.34 3.30 -2.50 -1.666
C -0.08 2.39 -3.74 1.115
F 0.87 2.67 -4.89 -0.348
F -0.41 0.98 -3.56 -0.244
C -1.51 3.08 -4.31 0.480
F -2.63 2.76 -3.35 -0.276
F -1.42 4.59 -4.29 -0.307
C -1.84 2.68 -5.86 0.594
F -1.24 3.70 -6.75 -0.267
F -1.34 1.36 -6.31 -0.249
C -3.49 2.67 -6.15 0.580
F -3.63 2.62 -7.62 -0.228
F -4.18 3.85 -5.59 -0.205
F -3.99 1.36 -5.62 -0.202
C 0.26 1.57 0.54 0.597
C -1.20 1.29 -0.11 -0.974
C -1.70 -0.13 -0.65 -0.489
C -3.34 0.00 -0.94 -0.266
S -3.67 -0.28 -2.80 -0.279
C 0.02 3.08 1.23 -1.611
O -0.94 3.96 0.56 0.024
O -0.92 5.13 1.12 -0.522
C 0.60 0.59 1.85 1.397
C 0.98 -0.99 1.41 -1.032
C -0.53 0.29 2.93 -0.154
F -1.22 1.39 3.68 -0.394
F 0.06 -0.44 4.13 -0.342
C -1.82 -0.67 2.66 0.254
C -1.89 -2.31 2.69 0.034
C -3.27 -3.22 2.46 -0.683
C -4.72 -2.49 2.21 -0.467
C -4.72 -0.85 2.23 -0.232
C -6.15 0.01 2.04 0.759
F -7.22 -0.84 2.62 -0.236
F -6.41 0.37 0.61 -0.216
F -6.12 1.28 2.86 -0.256
C -3.34 0.00 2.45 -0.234
H 1.89 3.07 3.30 0.229
H 2.94 1.81 4.23 0.369
H 1.11 1.86 4.51 0.241
H 3.75 2.09 2.25 0.486
H 3.67 0.38 1.51 0.178
H 3.70 1.68 -0.47 0.318
H 2.97 3.18 0.36 0.610
H 2.50 -0.12 -0.63 0.480
H 0.86 -0.23 -1.48 -0.097
H 2.51 1.49 -3.36 0.373
H 3.73 0.36 -2.52 0.301
H 2.67 -0.55 -4.45 0.316
H 2.56 -1.46 -3.06 0.261
H 1.40 4.02 -0.79 0.384
H 2.47 3.06 -1.84 0.832
H 0.77 4.30 -3.01 0.372
H -0.67 3.72 -2.01 0.423
H -1.97 1.61 0.75 0.308
H -1.52 2.02 -1.00 0.256
H -1.28 -0.48 -1.71 0.425
H -1.59 -1.08 0.01 -0.084
H -3.77 1.02 -0.55 0.425
H -3.88 -0.93 -0.42 0.128
H -4.90 0.34 -3.11 0.194
H -0.28 3.08 2.34 0.419
H 1.03 3.73 1.29 0.508
H -0.06 5.59 0.88 0.352
H 0.53 -1.32 0.39 0.073
H 0.75 -1.80 2.20 0.191
H 2.16 -1.14 1.24 0.177
H -0.93 -2.93 2.90 0.297
H -3.24 -4.40 2.48 0.326
H -5.75 -3.02 2.04 0.344
H -3.45 1.19 2.45 0.315
C 2.32 -6.22 2.74 -1.410
C 2.33 -5.74 1.29 0.266
C 3.71 -5.22 0.82 -0.702
O 4.05 -3.92 1.31 -0.307
C 4.56 -3.90 2.64 -0.695
N 1.28 -4.72 1.12 -0.517
H 2.31 -5.40 3.46 0.267
H 1.43 -6.83 2.93 0.338
H 3.20 -6.85 2.95 0.375
H 2.08 -6.60 0.66 0.477
H 3.68 -5.12 -0.27 0.321
H 4.51 -5.93 1.04 0.414
H 5.16 -4.79 2.86 0.345
H 3.74 -3.81 3.35 0.229
H 5.19 -3.02 2.75 0.246
H 1.23 -4.47 0.14 0.270
H 1.62 -3.86 1.57 0.071
```

# 3
C2H4F2S | ωB97M-V/def2-TZVPD

Its net charge is 0. For the LUMO energy, the calculation gives 0.718 eV. Its multiplicity is 1. Its energy is -676.4640 Ha. For the energy above the lowest of the compared OMol25 structures with the same formula, charge and spin, the calculation gives 38.50 kcal/mol. Its orbital gap is 0.381 Ha. Its HOMO energy is -9.6 eV.

```
9
Properties=species:S:1:pos:R:3:nbo_charge:R:1
C 0.18 1.54 1.52 -0.612
C -0.34 0.46 0.99 0.751
F -1.46 0.42 0.30 -0.308
F 0.03 -0.81 1.17 -0.308
S -0.27 -1.60 -2.08 -0.325
H -0.01 2.63 1.30 0.245
H 1.13 1.55 2.10 0.233
H 1.17 -1.74 -2.08 0.163
H -0.43 -2.45 -3.22 0.161
```

# 4
C62H51O6P3SSiSr | ωB97M-V/def2-TZVPD

Its net charge is -2. For the LUMO energy, the calculation gives 3.907 eV. Its multiplicity is 1. Its energy is -4587.2663 Ha. For the energy above the lowest of the compared OMol25 structures with the same formula, charge and spin, the calculation gives 54.31 kcal/mol. Its orbital gap is 0.216 Ha. Its HOMO energy is -2.0 eV.

```
125
Properties=species:S:1:pos:R:3:mulliken_charge:R:1
Sr -2.11 1.02 1.32 1.012
C 4.46 -0.93 5.08 -0.968
C 5.23 -1.51 4.10 -0.615
C 4.86 -1.52 2.74 -0.450
C 3.60 -0.99 2.44 0.517
C 2.72 -0.55 3.43 0.242
C 3.14 -0.44 4.74 -0.367
P 2.72 -1.11 0.79 1.380
C 4.09 -1.68 -0.20 0.445
C 4.19 -2.94 -0.78 -0.564
C 5.26 -3.31 -1.61 -0.646
C 6.32 -2.46 -1.70 -0.739
C 6.24 -1.14 -1.27 -0.658
C 5.15 -0.80 -0.47 -0.291
C 1.61 -2.59 1.08 -0.550
C 2.05 -3.71 1.85 -0.050
C 1.14 -4.71 2.16 -1.181
C -0.19 -4.58 1.72 -0.782
C -0.58 -3.57 0.85 -0.875
C 0.38 -2.60 0.43 0.381
Si -0.25 -1.05 -0.64 2.058
C 1.23 -0.57 -1.78 -0.216
C 1.95 -1.49 -2.51 0.610
C 3.06 -1.11 -3.35 -0.875
C 3.45 0.25 -3.40 -1.421
C 2.68 1.20 -2.82 -0.442
C 1.59 0.83 -1.97 0.288
P 0.69 2.09 -0.99 1.867
C 0.79 3.65 -2.08 0.417
C 0.90 3.72 -3.50 -0.404
C 0.85 4.92 -4.14 -0.633
C 0.53 6.10 -3.46 -0.757
C 0.41 5.98 -2.10 -0.848
C 0.60 4.79 -1.36 -0.993
C 1.89 2.67 0.30 -0.288
C 1.76 2.29 1.62 0.833
C 2.63 2.73 2.57 -0.081
C 3.70 3.53 2.24 -0.879
C 3.99 3.73 0.91 -0.816
C 3.05 3.38 -0.03 -0.233
C -1.18 -2.13 -1.94 0.105
C -0.74 -3.37 -2.46 -0.243
C -1.60 -4.18 -3.21 -0.961
C -2.84 -3.71 -3.69 -1.081
C -3.21 -2.43 -3.37 0.275
C -2.44 -1.66 -2.45 -1.034
P -3.09 -0.09 -1.76 1.887
C -4.90 -0.30 -2.04 0.139
C -5.45 -1.48 -1.44 -0.488
C -6.79 -1.78 -1.47 -0.651
C -7.72 -0.82 -2.01 -0.714
C -7.16 0.35 -2.48 -0.618
C -5.81 0.65 -2.45 -0.571
C -2.76 1.14 -3.04 0.604
C -2.93 2.43 -2.77 -0.152
C -2.61 3.43 -3.72 -0.588
C -2.38 3.04 -5.00 -0.934
C -2.16 1.71 -5.33 -0.852
C -2.35 0.75 -4.34 -0.420
H 4.77 -1.04 6.12 0.315
H 6.13 -1.92 4.44 0.461
H 5.53 -1.98 1.96 0.209
H 1.73 -0.30 3.20 -0.123
H 2.43 -0.09 5.44 0.615
H 3.34 -3.64 -0.70 0.224
H 5.26 -4.35 -1.93 0.359
H 7.18 -2.75 -2.23 0.376
H 7.09 -0.47 -1.39 0.436
H 5.03 0.29 -0.19 0.119
H 3.16 -3.73 2.19 0.172
H 1.47 -5.60 2.67 0.351
H -0.99 -5.25 2.08 0.355
H -1.60 -3.40 0.56 0.612
H 1.84 -2.53 -2.32 0.056
H 3.55 -1.94 -3.89 0.341
H 4.21 0.52 -4.12 0.381
H 2.91 2.23 -2.99 0.535
H 1.11 2.82 -4.03 0.642
H 1.13 5.05 -5.18 0.331
H 0.60 7.04 -3.97 0.425
H 0.12 6.86 -1.52 0.311
H 0.50 4.73 -0.28 0.552
H 0.98 1.60 1.92 -0.575
H 2.44 2.24 3.52 0.353
H 4.42 3.98 2.96 0.279
H 4.88 4.28 0.64 0.493
H 3.18 3.90 -0.93 0.333
H 0.16 -3.66 -1.98 0.243
H -1.30 -5.16 -3.55 0.382
H -3.48 -4.49 -4.18 0.254
H -4.19 -2.10 -3.60 0.618
H -4.80 -2.14 -0.91 0.408
H -7.09 -2.69 -1.00 0.439
H -8.74 -1.04 -1.80 0.390
H -7.80 1.17 -2.70 0.346
H -5.40 1.56 -2.78 0.552
H -3.23 2.80 -1.80 0.378
H -2.52 4.44 -3.46 0.550
H -2.06 3.85 -5.65 0.295
H -1.80 1.57 -6.31 0.416
H -2.17 -0.31 -4.51 0.209
O -4.06 1.16 5.26 -0.841
C -3.68 0.31 4.47 -0.202
O -3.97 0.23 3.22 -0.773
C -2.65 -0.69 4.96 0.478
C -3.10 -1.82 5.68 -0.446
C -2.25 -2.86 6.10 -0.912
C -0.96 -2.77 5.56 -0.527
C -0.50 -1.65 4.92 -0.072
C -1.34 -0.56 4.66 0.767
S -0.69 0.92 4.02 -0.560
H -4.14 -1.89 5.94 0.478
H -2.54 -3.81 6.60 0.277
H -0.29 -3.63 5.62 0.362
H 0.51 -1.51 4.61 -0.045
O -2.88 -1.74 1.61 -0.361
H -2.14 -1.71 2.24 0.033
H -3.49 -1.15 1.97 0.451
O -1.40 3.46 0.84 -0.225
C -2.61 3.70 0.65 0.035
O -3.55 2.86 0.64 -0.693
H -2.83 4.79 0.48 0.250
O -2.39 3.42 5.67 -0.715
H -1.63 2.83 5.52 0.277
H -3.06 2.74 5.69 0.412
```